1.
ORCA calculation (ωB97M-V with the def2-TZVPD basis set) on the ion C5H10N3 with charge +1.

Structure (XYZ):
```
18
C5H10N3 (ωB97M-V with the def2-TZVPD basis set)
H 1.61 -1.25 0.98
H -3.09 1.93 0.73
H 2.09 0.46 1.42
N 0.44 0.14 -0.06
N -3.15 1.06 0.24
H 1.32 -0.17 -1.99
C -1.63 -1.02 -0.23
H -4.09 0.68 0.00
H 0.31 -1.89 -0.78
N -0.35 1.21 0.12
H 2.46 0.37 -0.63
H -2.19 -1.91 -0.46
C -0.25 -1.07 -0.39
C 1.56 0.53 -1.14
H 1.44 1.56 -1.49
H 0.57 -0.35 1.97
C -2.13 0.25 0.05
C 1.27 -0.24 1.22
```

The total energy is -9804.6831 eV. Its HOMO energy (alpha / beta) is -12.157 / -12.158 eV. The value obtained for the energy relative to the best compared isomer or geometry (same formula, charge and spin) is 681.69 kJ/mol. Its total charge is +1. The molecular weight is 112.16 u. The gap between HOMO and LUMO (alpha / beta) comes out at 7.042 / 7.043 eV.

***

2.
ORCA calculation (ωB97M-V with the def2-TZVPD basis set) on a structure of composition C27H31BrClN4O6STl.

Structure (XYZ):
```
72
C27H31BrClN4O6STl (ωB97M-V with the def2-TZVPD basis set)
C -1.15 0.97 1.91
H 2.88 6.17 -0.94
C -2.52 -0.93 -0.03
H 1.16 -3.43 2.73
H -1.62 -0.70 -0.62
O 3.96 -3.04 1.80
C 2.00 -6.55 1.73
C 1.09 -5.27 -0.09
N 0.52 -2.70 -1.02
C -1.54 1.42 4.28
C -2.79 1.96 4.00
H -4.21 2.44 2.47
C -4.72 -0.11 0.55
C 0.70 3.70 -0.20
H 2.15 -5.53 3.61
H -0.11 3.11 -3.08
H -5.13 -1.07 0.25
C 1.83 -5.47 2.58
Tl 0.71 0.18 0.39
N 0.29 -1.45 -1.48
H 0.49 6.00 1.50
H -0.54 6.17 0.08
C 0.50 6.13 0.42
H -2.09 1.73 -0.42
C 1.22 4.98 -0.23
H -3.74 2.24 0.12
Br 3.17 1.38 -2.34
H -3.64 0.27 -1.17
C -3.23 2.00 2.70
H 1.22 -2.03 -4.64
H 3.97 4.20 -2.07
S 2.39 1.51 1.53
C 2.41 2.87 -1.43
H -2.96 -1.86 -0.39
H 1.78 -7.29 -0.26
H 2.43 -7.47 2.11
H 0.52 0.11 -4.42
O 2.95 -1.65 0.20
H -0.30 2.24 -4.61
H 0.35 -3.20 -3.61
C 1.05 -2.36 -3.61
C 0.19 -0.01 -3.39
N -3.48 0.18 -0.17
C 0.51 -1.24 -2.76
H 0.25 0.58 3.47
H -4.49 -0.14 1.61
O -1.02 0.99 -1.65
C -0.74 0.96 3.25
C -2.93 1.52 0.26
H 0.83 -5.16 -1.13
C -2.43 1.50 1.67
C 0.42 -2.87 0.28
C -0.67 2.33 -3.59
C 1.62 -6.45 0.40
O -0.03 -2.04 1.13
C -0.48 1.03 -2.80
H -3.41 2.36 4.80
H -0.22 3.48 0.32
C 1.28 -4.30 2.10
O 5.28 -1.88 0.27
Cl 4.02 -2.55 0.46
O 3.96 -3.66 -0.45
H 0.99 7.07 0.18
H -1.72 2.63 -3.61
H 1.99 -2.71 -3.18
C 3.04 4.10 -1.53
H -5.45 0.67 0.37
C 0.91 -4.18 0.76
H -2.19 -1.05 1.00
N 1.30 2.65 -0.76
H -1.20 1.37 5.31
C 2.43 5.18 -0.90
```

The total energy is -144831.4755 eV. Its HOMO energy is -0.856 eV. The value obtained for the energy relative to the best compared isomer or geometry (same formula, charge and spin) is 202.46 kJ/mol. Its total charge is -2. The molecular weight is 859.37 u. The gap between HOMO and LUMO comes out at 4.567 eV.

***

3.
ORCA calculation (ωB97M-V with the def2-TZVPD basis set) on a structure of composition C10H10ClITl.

Structure (XYZ):
```
23
C10H10ClITl (ωB97M-V with the def2-TZVPD basis set)
H -1.13 -3.28 -2.10
H 0.85 0.27 -3.72
H -0.63 2.23 -0.17
C 1.69 -1.50 -2.61
C -1.42 1.52 3.02
Cl 0.14 -1.51 2.90
C -0.68 2.11 0.91
H 1.18 3.12 1.63
C -1.73 1.45 1.63
H -2.00 1.10 3.83
C -0.37 -2.53 -2.30
C 0.68 -0.65 -3.15
H -1.53 -0.93 -3.37
C -0.19 2.22 3.16
H -2.61 0.98 1.20
I 1.99 0.02 2.93
H 0.31 2.44 4.10
Tl 0.41 -0.80 -0.37
H 2.77 -1.34 -2.67
H 1.54 -3.55 -1.67
C 0.26 2.59 1.86
C -0.58 -1.28 -2.97
C 1.04 -2.67 -2.08
```

The total energy is -35847.7962 eV. Its HOMO energy (alpha / beta) is -3.309 / -2.821 eV. The value obtained for the energy relative to the best compared isomer or geometry (same formula, charge and spin) is 0.00 kJ/mol. Its total charge is -1. The molecular weight is 496.93 u. The gap between HOMO and LUMO (alpha / beta) comes out at 5.091 / 4.167 eV.

***

4.
ORCA calculation (ωB97M-V with the def2-TZVPD basis set) on an isolated molecule of C3H2O3.

Structure (XYZ):
```
8
C3H2O3 (ωB97M-V with the def2-TZVPD basis set)
H -1.25 1.15 -1.14
C -0.55 -0.61 0.31
O -0.02 1.52 0.44
C -0.70 0.80 -0.27
H 1.77 -0.62 0.85
C 0.96 -0.51 0.12
O 1.14 -0.23 -1.05
O -1.31 -1.43 0.74
```

The total energy is -9282.8574 eV. Its HOMO energy is -10.141 eV. The value obtained for the energy relative to the best compared isomer or geometry (same formula, charge and spin) is 257.52 kJ/mol. The molecular weight is 86.05 u. The gap between HOMO and LUMO comes out at 9.629 eV.